[1]
Formula: C33H70BI2N3O10
Source: the OMol25 dataset
Level of theory: the ωB97M-V functional and the def2-TZVPD basis

Its SMILES is CCCN[C@@H](OC[C@@](NB(O)O)(OCCOCC)c1ccccn1)/C(I)=C(/C)I.CC(C)O.CC(C)O.CC(C)O.CC(C)O.CC(C)O. Its frontier orbital gap is 8.360 eV.

```
! RIJCOSX wB97M-V def2-TZVPD def2/J DEFGRID3
* xyz 0 1
C 2.1490 -5.8069 -2.0097
C 1.2566 -5.1712 -0.8272
C 0.3362 -4.0202 -1.4800
N 0.3288 -2.7401 -0.6760
C -0.5282 -1.7786 -1.4439
O -1.5325 -1.2430 -0.5651
C -1.0766 -0.0651 0.1395
C -1.9731 0.2793 1.4513
N -2.7366 -0.8894 1.9613
B -3.7331 -0.5131 3.0258
O -5.1014 -0.1721 2.8055
O -3.2337 -0.5609 4.3966
O -1.2030 0.8566 2.5074
C -0.2256 -0.0624 3.0466
C 1.1887 0.7337 3.0327
O 1.0014 2.0261 3.6422
C 2.1768 2.4792 4.3483
C 2.4273 4.0731 4.1679
C -3.0782 1.3495 0.9080
C -3.9517 0.8476 -0.2152
C -4.9919 1.7793 -0.8387
C -4.9636 3.1584 -0.1728
C -4.0154 3.4123 0.9703
N -3.0404 2.5886 1.5836
C 0.2896 -0.6957 -2.2763
I 2.4377 -0.5629 -1.8058
C -0.2159 0.1442 -3.2814
C 0.6973 1.1956 -4.1083
I -2.3240 0.0206 -3.7998
H 1.9151 -5.3983 -3.0433
H 1.9488 -6.9271 -2.0106
H 3.2547 -5.6086 -1.7907
H 0.5296 -5.9495 -0.3916
H 1.8965 -4.6770 -0.0258
H 0.6756 -3.7141 -2.5364
H -0.7094 -4.4719 -1.6104
H -0.2508 -2.9666 0.1577
H -1.0944 -2.4187 -2.2208
H -1.2135 0.8201 -0.5886
H 0.0382 -0.1121 0.3622
H -3.2927 -1.3572 1.2331
H -5.4374 -0.4974 1.9445
H -3.1968 0.3403 4.7756
H -0.4726 -0.2181 4.1615
H -0.1569 -1.0573 2.4960
H 1.4210 0.9302 1.9178
H 2.0389 0.1140 3.4654
H 3.1493 1.9773 4.0312
H 1.9578 2.3273 5.4705
H 1.8182 4.6919 4.9005
H 3.5266 4.2344 4.4438
H 2.3051 4.4066 3.0845
H -3.8426 -0.2139 -0.6035
H -5.6680 1.4474 -1.6824
H -5.6561 3.9812 -0.5386
H -4.0849 4.4611 1.4375
H 1.4925 1.6939 -3.4680
H 1.2338 0.6219 -4.9489
H 0.0935 2.0176 -4.6097
C 5.8575 2.7751 0.6138
C 4.6871 3.5008 1.2590
C 3.7187 4.0291 0.2126
O 5.1769 4.5862 2.0441
H 6.4257 3.4501 -0.0343
H 6.5506 2.4106 1.3765
H 5.5150 1.9253 0.0176
H 4.1616 2.8214 1.9360
H 4.2126 4.7476 -0.4499
H 2.8891 4.5576 0.6896
H 3.3125 3.2163 -0.3954
H 5.6433 5.1928 1.4547
C 5.5396 -7.5013 -5.0552
C 5.3920 -7.2338 -3.5654
C 6.7374 -6.9447 -2.9182
O 4.7973 -8.3674 -2.9369
H 6.1735 -8.3760 -5.2336
H 4.5670 -7.7186 -5.5042
H 5.9781 -6.6422 -5.5692
H 4.7198 -6.3862 -3.4095
H 7.4126 -7.8001 -3.0229
H 6.6170 -6.7659 -1.8465
H 7.2119 -6.0688 -3.3679
H 5.3844 -9.1230 -3.0691
C -8.5986 -2.3849 1.1005
C -7.2962 -3.1697 1.0829
C -7.4792 -4.5596 1.6716
O -6.3066 -2.4639 1.8311
H -8.9602 -2.2520 2.1251
H -8.4498 -1.3846 0.6852
H -9.3732 -2.8926 0.5205
H -6.9301 -3.2510 0.0558
H -7.8022 -4.5015 2.7159
H -6.5334 -5.1076 1.6630
H -8.2204 -5.1322 1.1086
H -6.6197 -2.3856 2.7427
C -0.0531 6.7356 9.0527
C 0.6369 6.2467 7.7888
C -0.3517 6.0876 6.6445
O 1.2687 4.9944 8.0474
H -0.8123 6.0200 9.3845
H 0.6669 6.8345 9.8693
H -0.5337 7.7039 8.8910
H 1.4208 6.9527 7.5017
H -1.1215 5.3497 6.8926
H 0.1551 5.7253 5.7472
H -0.8411 7.0365 6.4106
H 0.5838 4.3627 8.3022
C -1.0969 2.0790 -8.5798
C 0.3445 2.0111 -8.1001
C 1.3160 1.9793 -9.2696
O 0.5240 0.8428 -7.3017
H -1.3500 1.1996 -9.1807
H -1.7842 2.0899 -7.7297
H -1.2710 2.9745 -9.1817
H 0.5616 2.8746 -7.4654
H 1.1458 1.0965 -9.8943
H 2.3467 1.9190 -8.9107
H 1.2140 2.8718 -9.8921
H 0.3352 0.0733 -7.8546
*
```

=====

[2]
Formula: C33H70BO10PS
Source: the OMol25 dataset
Level of theory: the ωB97M-V functional and the def2-TZVPD basis

Its SMILES is COCCCCCB[PH2]=S.CC(C)=O.CC(C)=O.CC(C)=O.CC(C)=O.CC(C)=O.CC(C)=O.CC(C)=O.CC(C)=O.CC(C)=O. Its frontier orbital gap is 7.898 eV.

```
! RIJCOSX wB97M-V def2-TZVPD def2/J DEFGRID3
* xyz 0 1
C -1.5406 0.7754 4.0531
O -1.1344 0.8866 2.6977
C -1.9810 0.1929 1.7904
C -1.9509 -1.3287 1.9326
C -0.7776 -2.0087 1.2176
C 0.5681 -1.8775 1.9502
C 1.4276 -0.6597 1.5550
B 1.7861 -0.5200 0.0648
P 3.2208 0.5872 -0.6476
S 3.2974 0.5479 -2.6089
H -2.5971 0.5040 4.1314
H -0.9541 0.0122 4.5788
H -1.3663 1.7380 4.5378
H -1.6188 0.4688 0.7940
H -3.0084 0.5685 1.8793
H -1.9533 -1.6044 2.9920
H -2.8907 -1.7124 1.5223
H -0.7080 -1.5985 0.2044
H -1.0101 -3.0705 1.0962
H 0.3566 -1.7985 3.0223
H 1.1593 -2.7897 1.8329
H 0.9309 0.2697 1.8820
H 2.3631 -0.6719 2.1352
H 1.1852 -1.0847 -0.7895
H 3.0321 1.8627 -0.0792
H 4.3899 0.1551 0.0107
C -6.4313 -0.4789 6.4386
C -5.3860 0.3100 5.6993
C -5.1493 1.7222 6.1796
O -4.7623 -0.1590 4.7731
H -6.5133 -1.4787 6.0181
H -6.1729 -0.5472 7.4982
H -7.3967 0.0266 6.3716
H -4.8508 1.7107 7.2296
H -6.0729 2.2996 6.1093
H -4.3757 2.1959 5.5795
C -4.6066 -3.1146 10.3978
C -4.5434 -1.6169 10.2753
C -3.2345 -0.9608 10.6474
O -5.4891 -0.9640 9.8914
H -5.5878 -3.4765 10.1035
H -3.8520 -3.5835 9.7662
H -4.4021 -3.4149 11.4275
H -2.4297 -1.3541 10.0236
H -2.9848 -1.1888 11.6852
H -3.3082 0.1162 10.5172
C 1.9993 0.3297 -5.8914
C 1.7832 -0.2831 -7.2527
C 0.4605 0.0221 -7.9096
O 2.6251 -0.9688 -7.7880
H 2.9860 0.0714 -5.5144
H 1.9023 1.4136 -5.9651
H 1.2407 -0.0246 -5.1907
H 0.3617 1.1012 -8.0297
H -0.3601 -0.3282 -7.2801
H 0.4102 -0.4692 -8.8793
C 5.3017 3.5293 -3.1749
C 6.1762 4.7583 -3.2016
C 6.2483 5.5024 -4.5134
O 6.7859 5.1285 -2.2241
H 5.3227 3.0666 -2.1922
H 4.2729 3.7954 -3.4251
H 5.6402 2.8044 -3.9170
H 5.2526 5.8311 -4.8166
H 6.6296 4.8378 -5.2918
H 6.8899 6.3736 -4.4209
C -4.9843 -4.9991 6.7049
C -4.4800 -6.0595 7.6540
C -4.0021 -7.3490 7.0336
O -4.4603 -5.8829 8.8512
H -5.3017 -4.1203 7.2619
H -4.2000 -4.7236 5.9974
H -5.8234 -5.3866 6.1242
H -3.1844 -7.1499 6.3384
H -4.8091 -7.8107 6.4617
H -3.6667 -8.0302 7.8115
C -3.5443 -4.9863 -1.2370
C -2.9546 -6.2447 -0.6412
C -2.2856 -7.1842 -1.6100
O -3.0062 -6.4617 0.5482
H -3.9913 -4.3794 -0.4530
H -2.7603 -4.4196 -1.7438
H -4.3010 -5.2414 -1.9813
H -1.4865 -6.6371 -2.1125
H -2.9999 -7.5257 -2.3618
H -1.8749 -8.0378 -1.0764
C 2.2128 -5.3662 -3.8650
C 1.2242 -4.8424 -2.8573
C 1.2398 -3.3606 -2.5828
O 0.4448 -5.5702 -2.2810
H 2.1016 -6.4425 -3.9704
H 2.0540 -4.8806 -4.8296
H 3.2295 -5.1290 -3.5463
H 1.0512 -2.7977 -3.4988
H 2.2177 -3.0544 -2.2062
H 0.4769 -3.1247 -1.8440
C 8.2202 8.9303 -6.9033
C 7.1915 9.4875 -5.9487
C 7.1657 10.9880 -5.7855
O 6.4302 8.7686 -5.3449
H 8.1444 7.8462 -6.9366
H 8.0646 9.3404 -7.9029
H 9.2229 9.2182 -6.5822
H 6.9754 11.4660 -6.7482
H 8.1348 11.3415 -5.4288
H 6.3906 11.2684 -5.0768
C -0.4799 4.7324 -5.8889
C 0.6832 4.2888 -6.7403
C 1.8158 5.2705 -6.9069
O 0.7091 3.1957 -7.2597
H -1.2265 3.9437 -5.8421
H -0.1335 4.9714 -4.8817
H -0.9253 5.6372 -6.3067
H 2.2327 5.5281 -5.9313
H 1.4474 6.1929 -7.3595
H 2.5912 4.8379 -7.5342
*
```

=====

[3]
Formula: C33H70FN11O7
Source: the OMol25 dataset
Level of theory: the ωB97M-V functional and the def2-TZVPD basis

Its SMILES is [H]/N=C(\C)Cc1nc2c(F)cc(N)c(NCC)c2nc1ON=O.COC[C@@H](C)N.COC[C@@H](C)N.COC[C@@H](C)N.COC[C@@H](C)N.COC[C@@H](C)N. Its frontier orbital gap is 6.897 eV.

```
! RIJCOSX wB97M-V def2-TZVPD def2/J DEFGRID3
* xyz 0 1
H -5.6464 0.5897 0.8052
N -5.2814 1.5633 0.6983
C -4.6377 1.5886 -0.4740
C -4.5781 0.2110 -1.2902
C -3.9883 2.9836 -0.9373
C -2.3762 2.7699 -0.8571
N -1.7555 3.1205 0.3817
C -0.3504 2.8169 0.2691
C 0.5403 3.1050 1.5594
F -0.0416 3.6479 2.7674
C 2.0744 2.7911 1.6231
C 2.7990 2.1698 0.3619
N 4.2225 1.8316 0.4140
C 1.9498 1.8998 -0.9065
N 2.5671 1.2828 -2.1292
C 2.1510 -0.1796 -2.0835
C 3.0687 -1.0216 -1.0268
C 0.3930 2.2211 -0.9564
N -0.2874 1.9325 -2.1932
C -1.6839 2.2077 -2.1360
O -2.4504 1.9346 -3.3450
N -2.2673 2.9262 -4.2716
O -2.4281 4.0142 -3.8025
H -4.1371 -0.6623 -0.6702
H -3.9839 0.2500 -2.2674
H -5.6497 -0.1222 -1.5791
H -4.3330 3.3407 -1.9706
H -4.2436 3.7455 -0.1110
H 2.6876 2.9758 2.5717
H 4.4999 1.2987 -0.4221
H 4.7914 2.6852 0.5578
H 2.1806 1.7372 -2.9715
H 1.0688 -0.3223 -1.7248
H 2.1956 -0.6305 -3.1464
H 2.7854 -0.6447 0.0313
H 2.7961 -2.1310 -1.0521
H 4.1687 -0.7897 -1.2327
C -1.2128 6.1084 4.7858
O -1.6891 6.9582 5.8180
C -2.0323 6.2837 7.0248
C -0.8350 6.0013 7.9559
C 0.0233 4.8241 7.5014
N 0.0204 7.1852 8.1106
H -1.7071 5.1337 4.7927
H -0.1307 5.9893 4.8673
H -1.4185 6.5928 3.8282
H -2.7153 6.9587 7.5523
H -2.6023 5.3711 6.8122
H -1.2406 5.7421 8.9404
H 0.6556 5.0705 6.6457
H 0.6914 4.5087 8.3087
H -0.5988 3.9659 7.2328
H -0.5381 7.9421 8.5004
H 0.2519 7.5157 7.1725
C -3.9570 -6.4087 -3.0255
O -3.4743 -5.1463 -3.4604
C -4.4942 -4.2175 -3.8126
C -5.0983 -3.4571 -2.6141
C -6.0872 -4.2900 -1.8029
N -4.0540 -2.9463 -1.7165
H -4.8665 -6.7077 -3.5535
H -4.1276 -6.3941 -1.9481
H -3.1816 -7.1528 -3.2249
H -4.0084 -3.4838 -4.4655
H -5.2713 -4.7020 -4.4164
H -5.6524 -2.6009 -3.0155
H -5.5935 -5.0342 -1.1736
H -6.6673 -3.6451 -1.1354
H -6.7930 -4.8082 -2.4578
H -3.4497 -2.3187 -2.2441
H -3.4425 -3.7314 -1.4861
C 7.6064 5.1638 4.7671
O 6.5187 5.6782 4.0149
C 6.8384 6.0095 2.6667
C 6.8050 4.8122 1.6952
C 8.0313 3.9097 1.8005
N 5.5952 3.9992 1.8819
H 8.5569 5.6250 4.4864
H 7.6602 4.0791 4.6566
H 7.4170 5.3775 5.8218
H 6.0668 6.7198 2.3500
H 7.7932 6.5461 2.6132
H 6.7907 5.2172 0.6773
H 8.0136 3.2786 2.6916
H 8.0828 3.2383 0.9378
H 8.9517 4.4995 1.8157
H 4.7791 4.5885 1.7206
H 5.5340 3.7707 2.8756
C 5.7637 -1.6589 -8.0259
O 5.4356 -0.3886 -7.4865
C 4.0374 -0.1261 -7.4047
C 3.3538 -0.7150 -6.1533
C 3.1012 -2.2170 -6.2494
N 4.1253 -0.4370 -4.9346
H 5.0621 -1.9705 -8.8041
H 5.8084 -2.4049 -7.2301
H 6.7609 -1.5897 -8.4675
H 3.9479 0.9645 -7.3536
H 3.5287 -0.4354 -8.3258
H 2.3757 -0.2301 -6.0563
H 4.0115 -2.8058 -6.1165
H 2.4021 -2.5343 -5.4694
H 2.6604 -2.4795 -7.2150
H 4.2126 0.5721 -4.8274
H 5.0839 -0.7442 -5.1065
C -3.7616 -9.8784 2.7418
O -4.8192 -10.1441 1.8342
C -5.9161 -9.2392 1.9258
C -5.7196 -7.9234 1.1449
C -4.7978 -6.9313 1.8486
N -5.2104 -8.1705 -0.2106
H -4.1253 -9.4928 3.6978
H -3.0489 -9.1826 2.2950
H -3.2329 -10.8167 2.9265
H -6.7678 -9.7676 1.4835
H -6.1793 -9.0512 2.9738
H -6.7014 -7.4445 1.0589
H -3.7449 -7.2132 1.7787
H -4.8911 -5.9398 1.3947
H -5.0583 -6.8364 2.9063
H -5.8763 -8.7602 -0.7064
H -4.3844 -8.7644 -0.1202
*
```

=====

[4]
Formula: C33H71FN8O23S3
Source: the OMol25 dataset
Level of theory: the ωB97M-V functional and the def2-TZVPD basis

Its SMILES is O=C1OC[C@@H](F)O1.O=S1(=O)OCCO1.O=S1(=O)OCCO1.O=S1(=O)OCCO1.CNC(C)=O.CNC(C)=O.CNC(C)=O.CNC(C)=O.CNC(C)=O.CNC(C)=O.CNC(C)=O.CNC(C)=O. Its frontier orbital gap is 8.401 eV.

```
! RIJCOSX wB97M-V def2-TZVPD def2/J DEFGRID3
* xyz 0 1
O -0.3029 -4.2561 5.5170
C -1.3330 -4.1589 4.8601
O -1.4448 -3.7349 3.5815
C -2.8366 -3.4724 3.3482
C -3.4595 -4.5669 4.2190
F -3.3094 -5.7663 3.6242
O -2.6013 -4.4749 5.3152
H -3.1796 -2.5412 3.7992
H -3.0101 -3.6739 2.2912
H -4.5291 -4.4269 4.3759
O -4.2866 4.2957 0.0500
S -3.0244 4.1903 -0.7269
O -2.0776 3.1058 -0.4287
O -3.2758 4.2567 -2.3713
C -2.0323 4.6712 -2.9567
C -1.3283 5.6587 -1.9429
O -2.2067 5.6362 -0.8357
H -1.4109 3.8271 -3.2559
H -2.3928 5.1646 -3.8594
H -1.2442 6.6812 -2.3112
H -0.3164 5.3502 -1.6804
O 1.1721 -2.6418 0.6962
S 0.0528 -1.7743 0.5494
O -1.2681 -2.1395 1.0129
O 0.6215 -0.2189 1.0710
C -0.1491 0.7558 0.4711
C -0.6119 0.2446 -0.9402
O -0.0498 -1.0675 -1.0317
H -1.0578 0.7986 1.0716
H 0.1506 1.8035 0.4950
H -0.3769 0.8740 -1.7985
H -1.6990 0.1646 -0.9412
O 5.4611 -2.3947 4.2104
S 5.9270 -1.7003 3.0186
O 7.3742 -1.5665 2.7721
O 5.1686 -2.3826 1.6989
C 3.9405 -1.7044 1.4408
C 4.2046 -0.2794 1.7840
O 5.2082 -0.1965 2.7850
H 3.6998 -1.8088 0.3829
H 3.1340 -2.1187 2.0459
H 3.3133 0.2282 2.1530
H 4.7221 0.3807 1.0878
C -2.8034 2.4587 3.1997
N -3.8781 1.6501 3.6652
C -4.2533 0.5670 3.0727
C -3.8476 0.2700 1.6352
O -5.0060 -0.1596 3.6579
H -2.7163 3.3298 3.8491
H -3.1120 2.6981 2.1821
H -1.8714 1.8946 3.2351
H -4.2668 1.8509 4.5755
H -4.5774 -0.4221 1.2151
H -2.9286 -0.3142 1.5874
H -3.9548 1.1125 0.9519
C -1.3285 5.6890 2.3686
N 0.0286 5.9668 2.0594
C 1.0497 5.1042 1.8097
C 2.3395 5.7431 1.5241
O 0.9004 3.8652 1.7992
H -1.6047 6.2286 3.2745
H -1.4846 4.6284 2.5660
H -2.0763 6.0356 1.6554
H 0.3527 6.9233 2.0659
H 3.1029 4.9655 1.5496
H 2.5996 6.4879 2.2763
H 2.2421 6.1765 0.5288
C 2.9017 2.4195 -0.6360
N 4.1136 3.1848 -0.7631
C 4.1818 4.4208 -1.1710
C 5.3653 5.1826 -0.7328
O 3.2531 4.9845 -1.7783
H 2.8426 1.5765 -1.3244
H 1.9654 2.9541 -0.7960
H 2.8747 2.0320 0.3824
H 4.8564 2.7117 -0.2686
H 5.4194 5.3335 0.3453
H 5.2986 6.1481 -1.2342
H 6.3150 4.7207 -1.0027
C -1.4051 -2.8073 -3.2421
N -1.3374 -1.8061 -4.3309
C -1.4493 -2.1026 -5.6067
C -1.2413 -1.0217 -6.6666
O -1.7829 -3.2059 -5.9492
H -1.1365 -3.8049 -3.5896
H -2.3091 -2.7957 -2.6333
H -0.5222 -2.5649 -2.6506
H -1.1553 -0.8744 -3.9860
H -0.8215 -1.4155 -7.5922
H -0.6169 -0.1760 -6.3787
H -2.2131 -0.5609 -6.8435
C -3.2801 2.9515 -5.9152
N -3.8399 1.9729 -4.9971
C -3.1214 1.2393 -4.1588
C -3.8688 0.3239 -3.1642
O -1.9194 1.2885 -4.1681
H -3.1849 2.4696 -6.8882
H -2.2566 3.1939 -5.6294
H -3.8242 3.8929 -5.9907
H -4.8165 1.7284 -5.0780
H -4.9078 0.2131 -3.4747
H -3.8387 0.6761 -2.1331
H -3.3707 -0.6451 -3.1984
C -0.1304 -5.8445 1.3937
N -0.1949 -6.8184 2.4345
C -1.1205 -7.7065 2.5038
C -1.2593 -8.4955 3.8552
O -1.9107 -7.9655 1.5497
H -1.0756 -5.5398 0.9444
H 0.6725 -6.0032 0.6737
H 0.0170 -4.9617 2.0158
H 0.5440 -6.8393 3.1228
H -0.3018 -8.4468 4.3739
H -1.4406 -9.5499 3.6467
H -2.0926 -8.1353 4.4585
C 2.7021 3.9113 -7.2836
N 2.3488 3.0354 -6.2316
C 1.3528 3.2688 -5.3616
C 1.2993 2.3823 -4.1508
O 0.6542 4.3219 -5.4378
H 3.7637 3.7253 -7.4470
H 2.5225 4.9805 -7.1714
H 2.2157 3.6780 -8.2307
H 2.7322 2.1010 -6.2281
H 2.2202 2.0194 -3.6944
H 0.7235 1.4796 -4.3550
H 0.7451 2.8325 -3.3272
C 2.2200 -7.0724 6.5028
N 2.5260 -5.9895 5.6299
C 2.6736 -6.0213 4.2933
C 3.0151 -4.7106 3.6136
O 2.5636 -7.0897 3.6187
H 2.6211 -6.9141 7.5039
H 2.6153 -8.0054 6.1010
H 1.1359 -7.1529 6.5835
H 2.5933 -5.1339 6.1624
H 3.1680 -3.8908 4.3154
H 2.4602 -4.3577 2.7443
H 4.0111 -4.7005 3.1709
*
```